Density functional theory data (ωB97M-V/def2-TZVPD) for a molecular structure, C26H32BF4MoN5S4.

XYZ file:
```
73
Properties=species:S:1:pos:R:3:lowdin_charge:R:1
Mo -0.448 -0.417 -0.723 1.34
C -2.779 1.791 0.988 -0.09
N -1.397 1.825 0.493 -0.30
C -0.570 2.291 1.616 -0.12
C -1.298 2.772 -0.625 -0.22
C -1.898 2.202 -1.893 -0.19
N -1.124 1.080 -2.484 -0.32
C 0.027 1.638 -3.235 -0.10
C -2.002 0.447 -3.498 -0.07
H -3.076 2.786 1.343 0.10
H -2.855 1.092 1.819 0.09
H -3.479 1.480 0.218 0.07
H -0.953 3.249 1.994 0.10
H 0.461 2.412 1.308 0.03
H -0.599 1.552 2.416 0.08
H -0.245 3.012 -0.773 0.08
H -1.812 3.712 -0.377 0.13
H -1.994 2.993 -2.645 0.13
H -2.904 1.831 -1.697 0.11
H -0.347 2.269 -4.048 0.10
H 0.620 0.827 -3.652 0.07
H 0.662 2.238 -2.588 0.04
H -2.325 1.211 -4.214 0.10
H -2.872 0.000 -3.026 0.08
H -1.452 -0.328 -4.023 0.08
S 0.017 -1.370 1.493 0.70
C -1.712 -1.483 1.526 -0.72
C -2.531 -2.002 2.525 -0.06
C -3.890 -2.042 2.295 -0.04
C -4.413 -1.574 1.089 -0.04
C -3.545 -1.066 0.153 -0.15
N -2.231 -1.003 0.386 -0.15
H -2.089 -2.384 3.434 0.11
H -4.551 -2.454 3.046 0.11
H -5.470 -1.628 0.872 0.11
H -3.885 -0.722 -0.814 0.12
F -2.104 -3.627 -0.753 0.17
B -2.357 -3.084 -1.986 -1.19
F -1.814 -3.784 -3.027 0.17
F -3.675 -2.740 -2.188 0.16
F -1.615 -1.710 -1.992 -0.15
C 0.959 -1.878 -1.499 -0.27
C 1.414 -1.572 -2.889 -0.30
C 0.656 -1.943 -4.004 -0.06
C 1.064 -1.608 -5.289 -0.08
C 2.244 -0.908 -5.495 -0.10
C 3.031 -0.571 -4.400 -0.09
C 2.620 -0.903 -3.119 -0.09
H 1.799 -1.953 -0.813 0.01
H 0.397 -2.812 -1.449 0.07
H -0.249 -2.516 -3.863 0.09
H 0.459 -1.910 -6.135 0.10
H 2.562 -0.650 -6.497 0.10
H 3.970 -0.053 -4.545 0.10
H 3.247 -0.632 -2.280 0.06
S 5.421 -1.500 2.960 0.61
C 4.231 -0.637 2.224 -1.10
S 3.861 -0.713 0.519 1.00
C 2.538 0.396 0.745 -1.04
N 2.404 0.803 1.954 0.02
N 3.343 0.238 2.772 -0.15
C 3.201 0.508 4.171 -0.22
C 1.949 0.343 4.742 -0.01
C 1.780 0.621 6.089 -0.08
C 2.857 1.053 6.851 -0.09
C 4.104 1.212 6.264 -0.07
C 4.283 0.943 4.916 -0.04
S 1.524 0.981 -0.558 0.64
H 1.127 0.000 4.126 0.09
H 0.808 0.494 6.546 0.10
H 2.725 1.264 7.904 0.10
H 4.944 1.551 6.856 0.11
H 5.249 1.059 4.446 0.10
```

* Kohn-Sham gap (alpha / beta): 7.41 / 7.18 eV
* HOMO energy (alpha / beta): -7.982 / -7.990 eV
* 2S+1: 3
* E_LUMO (alpha / beta): -0.57 / -0.81 eV
* E_tot: -3369.2493 a.u.
* total charge: 0